Model 1:
A cluster of 13 separate species, C13H52N26O13 in total. Source: the Open Molecules 2025 dataset; level of theory: wB97M-V/def2-TZVPD.

Element x y z (Å)
O: 0.16 3.64 1.03
O: 3.76 1.95 -0.98
O: 3.64 1.49 -4.58
O: -0.56 1.24 -1.78
O: -1.42 -2.01 2.33
O: -4.87 -1.81 1.14
O: 4.89 -2.87 -0.84
O: -4.58 3.01 -1.56
O: -2.79 -0.81 -3.34
O: 1.95 -2.26 4.05
O: -2.19 1.64 5.05
O: 3.87 1.99 2.35
O: 0.11 -4.25 -1.22
N: 5.39 1.07 -2.13
N: -5.85 -1.96 -0.99
N: 2.74 0.40 1.32
N: 2.17 0.98 3.50
N: -1.87 -4.69 -2.26
N: 5.52 1.23 0.20
N: -4.69 -0.20 -4.38
N: 2.66 -2.37 -1.17
N: -2.68 -0.57 3.54
N: -1.83 -4.32 0.02
N: -0.52 -0.90 4.08
N: -3.60 2.73 0.48
N: -0.58 0.36 0.37
N: 2.05 0.33 -3.38
N: -3.30 1.44 -3.53
N: -2.36 3.61 -1.24
N: 2.40 3.85 0.89
N: -3.86 -0.81 -0.60
N: -2.46 3.30 3.50
N: 1.56 2.38 -4.11
N: -0.32 2.79 4.44
N: 1.06 3.58 -1.06
N: 1.53 -2.99 1.97
N: 3.65 -2.95 2.74
N: 3.36 -4.59 -1.03
N: -0.40 -0.98 -1.56
C: -3.53 0.09 -3.64
C: -1.53 -1.18 3.25
C: 2.54 1.42 -4.07
C: -4.93 -1.52 -0.07
C: 3.01 1.11 2.39
C: 3.76 -3.26 -1.02
C: 2.36 -2.74 2.99
C: -1.68 2.57 4.36
C: -3.57 3.10 -0.85
C: 1.19 3.68 0.31
C: 4.84 1.46 -0.96
C: -1.19 -4.34 -1.17
C: -0.51 0.25 -1.02
H: 2.42 -4.89 -1.21
H: -5.25 0.61 -4.66
H: -6.83 -1.90 -0.76
H: 2.35 3.75 1.89
H: 2.95 0.82 0.43
H: -4.03 2.11 -3.46
H: -5.70 -2.00 -1.98
H: -2.86 -4.70 -2.31
H: 2.62 -0.49 -3.41
H: 4.38 -2.92 3.41
H: 1.74 -2.76 -1.46
H: -4.19 1.89 0.45
H: -4.76 -1.02 -4.96
H: 5.15 1.42 1.13
H: 3.80 -3.58 1.91
H: 0.15 2.09 4.98
H: -1.32 -3.79 0.74
H: 1.71 3.32 -4.52
H: -2.80 0.16 4.26
H: -1.41 -4.48 -3.18
H: -3.09 -1.03 0.02
H: -0.98 -1.21 -2.37
H: -3.49 -0.91 3.06
H: -2.81 -4.15 0.02
H: 2.85 -1.40 -1.40
H: -0.49 -1.74 -0.89
H: 6.29 0.65 -2.12
H: 6.16 0.48 0.30
H: -0.77 -0.34 4.90
H: 3.28 3.45 0.47
H: -0.61 -0.36 1.07
H: -2.63 1.69 -2.79
H: -2.75 2.52 0.99
H: -3.35 2.93 3.36
H: 0.65 2.24 -3.68
H: 0.53 -3.08 2.18
H: 0.32 -1.55 4.13
H: 1.96 -0.25 1.42
H: 4.83 1.17 -2.98
H: 1.13 0.28 -2.99
H: 0.32 2.96 -1.36
H: -1.54 3.62 -0.61
H: -0.03 3.45 3.73
H: 2.52 1.40 4.35
H: 1.86 3.37 -1.62
H: -2.20 3.87 -2.18
H: -3.63 -0.93 -1.58
H: -0.28 1.28 0.77
H: 1.42 0.25 3.51
H: 1.90 -3.51 1.23
H: -2.14 4.14 3.04
H: 4.12 -5.24 -1.04

E_HOMO: -9.631 eV
LUMO energy: 0.028 eV
HOMO-LUMO gap: 9.66 eV

=====

Model 2:
A cluster of 13 separate species, C13H52N26O13 in total. Source: the Open Molecules 2025 dataset; level of theory: wB97M-V/def2-TZVPD.

Element x y z (Å)
O: -15.34 -6.15 -25.05
O: -15.23 -4.16 -20.79
O: -20.32 0.42 -22.92
O: -14.69 -9.78 -28.04
O: -20.15 -10.22 -27.49
O: -18.45 -5.90 -27.98
O: -22.37 -4.47 -21.17
O: -19.56 -3.45 -20.25
O: -16.29 -10.28 -21.91
O: -17.75 -5.41 -22.66
O: -24.94 -3.87 -25.29
O: -21.57 -2.03 -25.33
O: -21.41 -6.61 -25.31
N: -19.94 -5.22 -23.21
N: -18.55 -5.47 -20.04
N: -21.27 -1.47 -22.15
N: -23.58 -7.21 -25.64
N: -18.80 -4.18 -18.19
N: -21.98 -8.75 -25.68
N: -16.00 -8.26 -26.96
N: -23.12 -5.94 -19.61
N: -18.50 -6.15 -24.69
N: -22.96 -3.77 -19.08
N: -16.99 -4.17 -27.85
N: -14.11 -9.04 -25.97
N: -16.72 -2.67 -21.65
N: -19.48 -8.40 -28.67
N: -15.01 -1.90 -20.43
N: -19.55 -0.51 -20.99
N: -17.11 -5.37 -29.75
N: -25.13 -5.08 -23.39
N: -20.96 -3.93 -26.46
N: -18.87 -8.59 -26.54
N: -15.42 -4.34 -23.68
N: -13.69 -4.65 -25.16
N: -22.57 -2.63 -27.29
N: -17.06 -8.32 -22.70
N: -23.21 -3.98 -23.76
N: -15.76 -8.29 -20.88
C: -15.61 -2.98 -20.97
C: -16.32 -9.06 -21.84
C: -22.25 -7.42 -25.71
C: -14.88 -5.06 -24.66
C: -20.33 -0.47 -22.10
C: -21.68 -2.79 -26.31
C: -18.98 -4.27 -19.55
C: -17.51 -5.26 -28.45
C: -14.89 -9.03 -27.09
C: -19.61 -9.11 -27.52
C: -22.75 -4.68 -20.02
C: -24.47 -4.21 -24.21
C: -18.67 -5.54 -23.49
H: -19.67 -1.24 -20.31
H: -16.26 -3.69 -28.33
H: -19.24 -6.39 -25.34
H: -22.99 -4.07 -22.78
H: -13.38 -5.18 -25.95
H: -16.09 -7.53 -26.27
H: -21.62 -1.39 -23.11
H: -20.70 -4.47 -25.66
H: -19.23 -7.43 -28.51
H: -18.28 -7.79 -26.61
H: -24.63 -5.52 -22.64
H: -23.24 -1.88 -27.30
H: -22.57 -3.28 -28.05
H: -20.95 -4.45 -27.33
H: -13.30 -3.78 -24.84
H: -23.93 -6.26 -25.54
H: -23.13 -4.00 -18.12
H: -15.16 -8.74 -20.21
H: -20.22 -4.84 -22.31
H: -22.95 -2.79 -19.31
H: -26.03 -5.44 -23.63
H: -17.16 -4.01 -26.88
H: -24.22 -7.98 -25.68
H: -21.15 -2.36 -21.70
H: -18.86 0.21 -20.90
H: -22.64 -3.51 -24.45
H: -19.23 -3.48 -17.61
H: -17.62 -6.61 -24.84
H: -17.64 -8.91 -23.28
H: -17.53 -6.01 -30.39
H: -17.07 -7.31 -22.73
H: -19.52 -8.80 -29.59
H: -13.56 -9.87 -25.85
H: -23.11 -6.67 -20.31
H: -16.24 -4.72 -23.23
H: -16.26 -4.94 -30.06
H: -15.70 -7.29 -20.97
H: -17.02 -1.71 -21.66
H: -16.54 -8.14 -27.80
H: -19.01 -9.05 -25.65
H: -22.71 -6.28 -18.75
H: -20.67 -5.56 -23.82
H: -17.29 -3.43 -21.99
H: -18.44 -6.30 -19.48
H: -14.25 -8.40 -25.21
H: -22.66 -9.43 -25.96
H: -14.92 -3.50 -23.48
H: -21.03 -9.08 -25.65
H: -18.74 -5.11 -17.80
H: -15.60 -1.12 -20.22
H: -14.19 -2.10 -19.88
H: -18.38 -5.56 -21.04

E_HOMO: -9.133 eV
LUMO energy: -0.131 eV
HOMO-LUMO gap: 9.00 eV

=====

Tell me which of them is the least stable. Sure, it is model 2.

=====

Model 1:
A cluster of 2 separate species, C4H10NO2S in total. Source: the Open Molecules 2025 dataset; level of theory: wB97M-V/def2-TZVPD.

Element x y z (Å)
S: 2.39 1.88 -0.04
O: -1.99 -0.06 0.30
O: -0.92 1.61 -0.84
N: -3.09 0.97 -1.53
C: 1.33 0.58 0.74
C: 0.72 -1.84 0.83
C: -1.91 0.84 -0.59
C: 1.65 -0.81 0.20
H: 2.69 -1.09 0.39
H: -3.89 1.17 -0.89
H: -0.32 -1.52 0.65
H: 0.24 0.87 0.57
H: -3.18 0.06 -2.03
H: 1.51 -0.78 -0.89
H: 0.90 -2.79 0.34
H: 0.93 -1.94 1.90
H: 1.56 0.66 1.83
H: 1.37 2.17 -0.93

E_HOMO: -4.355 eV
charge: -1
LUMO energy: 3.457 eV
HOMO-LUMO gap: 7.81 eV

=====

Model 2:
A cluster of 2 separate species, C4H10NO2S in total. Source: the Open Molecules 2025 dataset; level of theory: wB97M-V/def2-TZVPD.

Element x y z (Å)
S: 1.88 -0.43 0.76
O: -0.51 -0.39 -3.41
O: 0.27 1.58 -1.38
N: -1.66 0.28 1.19
C: 0.31 -1.18 0.08
C: -0.74 0.05 0.12
C: -1.35 -0.37 2.51
C: 0.22 1.27 -0.21
H: -1.13 0.27 -3.40
H: -1.28 0.42 3.31
H: -2.04 -1.15 2.61
H: 0.57 1.85 0.65
H: 0.59 -1.58 -0.94
H: 0.25 -0.15 -2.81
H: 0.06 -1.88 0.88
H: -0.28 -0.95 2.42
H: -1.21 -0.10 -0.91
H: -2.65 -0.13 0.85

E_HOMO: -2.891 eV
charge: -1
LUMO energy: 3.696 eV
HOMO-LUMO gap: 6.59 eV

=====

Tell me which of them is the least stable. Sure, it is model 2.

=====

Model 1:
A cluster of 2 separate species, C4H10NO2S in total. Source: the Open Molecules 2025 dataset; level of theory: wB97M-V/def2-TZVPD.

Element x y z (Å)
S: -2.31 -0.10 1.13
O: 3.23 1.05 -1.07
O: -2.20 -0.07 -2.58
N: 1.35 -0.02 -0.63
C: 2.42 0.77 -0.25
C: 0.97 -1.37 1.43
C: 0.30 -0.56 0.29
C: -0.63 0.52 0.83
H: 1.23 -0.22 -1.68
H: -0.30 1.03 1.78
H: 1.21 -0.74 2.28
H: -3.02 0.31 -2.60
H: 2.68 1.00 0.86
H: 0.19 -2.13 1.79
H: -1.99 0.24 -1.66
H: -0.69 1.44 0.16
H: -0.33 -1.40 -0.43
H: 1.89 -1.79 1.15

E_HOMO: -2.896 eV
charge: -1
LUMO energy: 3.686 eV
HOMO-LUMO gap: 6.58 eV

=====

Model 2:
A cluster of 2 separate species, C4H10NO2S in total. Source: the Open Molecules 2025 dataset; level of theory: wB97M-V/def2-TZVPD.

Element x y z (Å)
S: 0.80 1.01 2.01
O: 0.75 1.44 -2.40
O: -2.55 1.19 1.38
N: 1.54 0.05 -0.82
C: 0.56 0.48 -1.67
C: 1.35 -1.03 0.16
C: -0.80 -0.17 -1.61
C: 0.51 -0.65 1.40
H: -1.32 0.09 -2.52
H: 2.04 0.83 -0.40
H: -0.55 -0.75 1.19
H: 0.91 -1.88 -0.38
H: -2.53 2.14 1.27
H: 2.35 -1.31 0.50
H: -1.82 1.00 1.99
H: -1.33 0.25 -0.76
H: -0.72 -1.24 -1.43
H: 0.79 -1.46 2.10

E_HOMO: -3.057 eV
charge: -1
LUMO energy: 3.790 eV
HOMO-LUMO gap: 6.85 eV

=====

Tell me which of them is the least stable. Sure, it is model 1.

=====

Model 1:
A cluster of 8 separate species, H16O8 in total. Source: the Open Molecules 2025 dataset; level of theory: wB97M-V/def2-TZVPD.

Element x y z (Å)
O: -1.95 2.43 -1.77
O: 0.17 2.72 1.02
O: -3.18 0.08 0.43
O: 0.02 -4.46 -0.23
O: -0.15 -1.29 -3.16
O: 1.67 1.11 1.33
O: 0.42 -0.29 -0.39
O: 3.36 -0.72 3.39
H: 2.31 0.71 1.93
H: 4.31 -0.58 3.53
H: -3.01 0.29 -0.50
H: -1.04 -1.58 -2.94
H: -2.64 1.77 -1.67
H: 0.09 1.93 0.47
H: -0.65 3.20 0.84
H: 3.27 -1.68 3.37
H: 0.10 -1.86 -3.91
H: 0.92 0.35 -0.91
H: 0.36 -3.95 -0.97
H: -0.70 -3.92 0.11
H: 0.27 0.15 0.45
H: 1.72 2.05 1.53
H: -3.67 0.85 0.75
H: -1.99 2.67 -2.71

E_HOMO: -10.350 eV
LUMO energy: 0.173 eV
SMILES: O.O.O.O.O.O.O.O
HOMO-LUMO gap: 10.52 eV

=====

Model 2:
A cluster of 8 separate species, H16O8 in total. Source: the Open Molecules 2025 dataset; level of theory: wB97M-V/def2-TZVPD.

Element x y z (Å)
O: -0.01 1.55 -0.74
O: 2.03 -2.57 -1.55
O: 0.24 -2.44 0.78
O: -1.28 -0.81 -0.62
O: -2.17 -0.84 2.38
O: 4.40 1.27 0.52
O: -3.74 0.77 -1.25
O: 0.15 3.21 0.08
H: -2.60 -1.70 2.38
H: -2.15 -1.06 -0.95
H: -4.63 0.44 -1.10
H: 2.90 -2.85 -1.86
H: 4.98 1.17 1.28
H: 0.89 1.74 -1.01
H: -0.26 3.24 0.95
H: 0.92 -2.37 0.11
H: 1.50 -3.38 -1.60
H: 0.56 -1.88 1.50
H: -1.28 -1.02 2.70
H: 0.39 4.12 -0.10
H: -0.75 -0.68 -1.42
H: 3.65 1.77 0.86
H: -3.76 1.66 -0.89
H: 0.03 0.63 -0.44

E_HOMO: -8.730 eV
LUMO energy: 0.462 eV
SMILES: O.O.O.O.O.O.O.O
HOMO-LUMO gap: 9.19 eV

=====

Tell me which of them is the least stable. Sure, it is model 2.

=====

Model 1:
A cluster of 8 separate species, H16O8 in total. Source: the Open Molecules 2025 dataset; level of theory: wB97M-V/def2-TZVPD.

Element x y z (Å)
O: 0.53 -0.93 -0.62
O: -3.40 -4.21 2.30
O: 1.09 -3.71 -1.89
O: 1.07 2.72 -1.34
O: -2.00 3.48 -1.13
O: -1.08 3.85 1.63
O: 3.15 1.79 -2.22
O: 0.19 -2.60 2.57
H: 3.49 0.89 -2.24
H: 0.25 -1.72 -0.13
H: 1.15 2.74 -0.38
H: -2.54 3.55 -1.93
H: 0.96 -2.30 3.06
H: -2.75 -4.09 1.60
H: -2.26 4.24 -0.61
H: 0.12 2.65 -1.50
H: -0.76 3.33 0.88
H: 0.56 -3.17 1.89
H: 1.63 -3.05 -1.45
H: 1.65 -4.50 -1.89
H: 0.18 -0.20 -0.10
H: 3.55 2.18 -1.44
H: -1.92 3.43 1.86
H: -2.87 -4.38 3.09

E_HOMO: -10.305 eV
LUMO energy: 0.049 eV
SMILES: O.O.O.O.O.O.O.O
HOMO-LUMO gap: 10.35 eV

=====

Model 2:
A cluster of 8 separate species, H16O8 in total. Source: the Open Molecules 2025 dataset; level of theory: wB97M-V/def2-TZVPD.

Element x y z (Å)
O: 2.27 0.95 1.84
O: 1.88 -2.00 -1.36
O: -2.21 0.10 1.43
O: -2.43 1.28 -1.07
O: 0.43 0.16 -0.33
O: 0.79 -1.61 2.04
O: -0.81 -1.99 -2.27
O: 1.38 3.56 -0.21
H: 0.28 -2.27 2.60
H: 1.46 2.76 -0.84
H: 3.17 0.70 1.61
H: -1.95 0.01 2.33
H: -2.31 2.18 -0.89
H: 0.24 -1.68 1.11
H: 1.58 -1.31 -0.73
H: -1.58 -1.73 -1.76
H: 1.14 -2.13 -1.87
H: -2.34 -0.51 0.87
H: 0.16 0.51 -1.20
H: -0.86 -1.78 -3.25
H: -0.41 0.34 0.08
H: 1.21 3.24 0.65
H: 1.55 0.29 1.51
H: -2.64 0.93 -0.27

E_HOMO: -10.596 eV
LUMO energy: -0.346 eV
SMILES: O.O.O.O.O.O.O.O
HOMO-LUMO gap: 10.25 eV

=====

Tell me which of them is the least stable. Sure, it is model 2.

=====

Model 1:
A cluster of 8 separate species, H16O8 in total. Source: the Open Molecules 2025 dataset; level of theory: wB97M-V/def2-TZVPD.

Element x y z (Å)
O: 0.19 0.14 -0.47
O: -3.16 -0.03 -0.44
O: -2.71 0.34 2.65
O: 1.27 2.80 -1.16
O: 0.84 -1.01 -3.70
O: -2.65 -2.19 1.39
O: 2.60 -0.95 1.25
O: 3.83 1.16 -0.16
H: 0.79 -0.41 -4.46
H: 3.09 1.39 -0.75
H: 0.92 -0.18 0.07
H: -0.61 -0.24 -0.08
H: -3.09 0.30 0.47
H: 0.73 3.32 -1.77
H: -3.20 -0.98 -0.36
H: 3.06 -0.12 1.01
H: 0.60 -0.46 -2.94
H: 2.68 -1.01 2.21
H: -1.72 -2.41 1.55
H: -1.91 -0.17 2.52
H: -3.40 -0.33 2.72
H: 4.20 2.01 0.10
H: -3.07 -3.04 1.20
H: 0.70 2.07 -0.87

E_HOMO: -11.066 eV
LUMO energy: -0.141 eV
SMILES: O.O.O.O.O.O.O.O
HOMO-LUMO gap: 10.93 eV

=====

Model 2:
A cluster of 8 separate species, H16O8 in total. Source: the Open Molecules 2025 dataset; level of theory: wB97M-V/def2-TZVPD.

Element x y z (Å)
O: -2.02 0.35 1.73
O: -1.94 1.16 -1.16
O: 0.05 -0.78 0.57
O: 1.65 -1.93 2.28
O: -0.46 -1.16 -2.71
O: -0.18 2.23 1.92
O: 0.99 1.33 -1.06
O: 2.28 -2.25 -1.43
H: -2.23 1.96 -0.75
H: -2.57 0.70 1.05
H: -0.09 -1.20 -0.28
H: -0.31 2.41 2.82
H: 1.43 -2.00 -1.77
H: -0.73 -0.45 1.02
H: 0.94 0.77 -0.29
H: 1.92 1.36 -1.18
H: -1.10 0.89 -0.83
H: -1.34 0.97 2.02
H: 1.08 -1.77 1.56
H: 2.75 -2.44 -2.22
H: -0.13 3.08 1.59
H: -1.26 -0.64 -2.59
H: 0.01 -0.79 -3.43
H: 1.27 -1.81 3.16

E_HOMO: -10.109 eV
LUMO energy: 0.037 eV
SMILES: O.O.O.O.O.O.O.O
HOMO-LUMO gap: 10.15 eV

=====

Model 3:
A structure of composition H16O8. Source: the Open Molecules 2025 dataset; level of theory: wB97M-V/def2-TZVPD.

Element x y z (Å)
O: 1.15 1.64 -0.59
O: 0.01 -1.00 2.08
O: -0.58 2.21 0.13
O: 0.74 -3.01 -0.27
O: -2.13 1.15 0.97
O: -1.44 0.70 -1.52
O: 2.08 -1.44 -0.48
O: -0.09 -0.22 0.10
H: -1.88 1.60 1.78
H: -2.39 0.67 -1.59
H: 1.82 1.87 -1.24
H: -0.65 -0.43 2.48
H: -0.01 -2.48 -0.53
H: -1.27 1.44 -0.94
H: 1.35 -2.05 -0.41
H: -0.32 2.68 0.92
H: -1.43 1.35 0.36
H: 1.30 0.71 -0.41
H: 0.39 -0.96 -0.27
H: 2.85 -1.97 -0.27
H: 0.53 -3.90 -0.57
H: 0.25 1.89 -0.24
H: -0.22 0.38 -0.64
H: -0.06 -0.84 1.14

E_HOMO: -9.328 eV
LUMO energy: 0.170 eV
HOMO-LUMO gap: 9.50 eV

=====

Model 4:
A cluster of 8 separate species, H16O8 in total. Source: the Open Molecules 2025 dataset; level of theory: wB97M-V/def2-TZVPD.

Element x y z (Å)
O: 1.69 0.28 -0.91
O: 1.43 2.09 -0.43
O: -4.02 1.76 2.36
O: 1.76 -3.60 -1.32
O: 1.06 -3.72 2.62
O: -2.23 3.59 -1.78
O: -1.17 0.40 -1.47
O: 1.16 -1.33 1.10
H: 0.61 -0.89 1.71
H: -0.87 -0.15 -0.68
H: -3.83 1.74 3.37
H: 1.77 2.28 0.46
H: 0.21 -3.42 2.19
H: 1.68 -4.05 -2.11
H: 2.58 0.63 -0.64
H: -4.16 0.89 2.03
H: -0.38 0.87 -1.64
H: -2.03 2.75 -1.33
H: 0.80 -3.29 -1.16
H: 1.55 -2.90 2.67
H: 1.73 0.38 -1.87
H: 1.48 2.93 -0.90
H: -2.26 3.41 -2.72
H: 1.44 -0.66 0.45

E_HOMO: -10.092 eV
LUMO energy: -0.165 eV
SMILES: O.O.O.O.O.O.O.O
HOMO-LUMO gap: 9.93 eV

=====

Tell me which of them is the least stable. Sure, it is model 3.